[1]
Formula: C47H59BN9O3S3Zr
Source: OMol25
Level of theory: ωB97M-V/def2-TZVPD

```
123
Properties=species:S:1:pos:R:3
Zr 1.07 -2.40 -1.96
C 4.76 2.65 0.95
C 3.30 2.98 0.92
C 2.73 4.11 1.42
C 1.33 4.35 1.37
N 0.50 3.48 0.81
N 1.07 2.40 0.31
B 0.54 1.07 -0.33
N -0.25 0.23 0.74
N -0.07 0.75 1.96
C -0.74 0.26 2.97
C -1.66 -0.80 2.77
C -1.84 -1.33 1.53
C -2.87 -2.38 1.26
C -1.04 -0.81 0.48
S -1.21 -1.46 -1.13
C -0.59 0.93 4.32
C 0.37 2.12 4.23
C -1.97 1.42 4.78
C -0.04 -0.09 5.32
N -0.33 1.33 -1.59
N -1.37 2.05 -1.14
C -2.30 2.44 -1.99
C -2.14 2.18 -3.37
C -1.08 1.44 -3.82
C -0.91 1.12 -5.27
C -0.18 0.94 -2.85
S 1.06 -0.19 -3.33
C -3.51 3.12 -1.38
C -4.48 3.61 -2.46
C -4.22 2.07 -0.50
C -3.05 4.29 -0.51
C 2.36 2.11 0.34
S 2.44 0.55 -0.45
C 0.76 5.64 1.93
C -0.77 5.64 1.87
C 1.21 5.80 3.39
C 1.31 6.80 1.09
H 5.30 3.32 1.61
H 5.18 2.75 -0.05
H 4.91 1.63 1.28
H 3.36 4.86 1.89
H -2.25 -1.17 3.60
H -3.36 -2.69 2.18
H -2.43 -3.26 0.79
H -3.63 -1.99 0.57
H 0.00 2.86 3.52
H 1.36 1.81 3.91
H 0.44 2.59 5.21
H -2.39 2.13 4.06
H -1.87 1.93 5.74
H -2.68 0.60 4.91
H 0.97 -0.41 5.04
H -0.68 -0.97 5.40
H 0.02 0.37 6.31
H -2.87 2.56 -4.07
H -1.67 1.62 -5.87
H -0.99 0.04 -5.44
H 0.07 1.43 -5.62
H -4.88 2.79 -3.06
H -4.01 4.35 -3.12
H -5.33 4.10 -1.98
H -4.53 1.20 -1.08
H -5.10 2.51 -0.05
H -3.55 1.73 0.30
H -2.54 5.05 -1.11
H -2.37 3.95 0.27
H -3.92 4.76 -0.05
H -1.20 4.79 2.40
H -1.12 5.61 0.84
H -1.14 6.56 2.33
H 0.84 4.98 4.02
H 0.80 6.73 3.78
H 2.29 5.86 3.50
H 1.00 6.71 0.04
H 2.40 6.86 1.12
H 0.92 7.74 1.47
C 1.80 -4.69 -4.29
O 0.77 -3.88 -3.64
C -0.46 -4.59 -3.53
C -1.15 -5.03 -4.63
C -2.32 -5.75 -4.43
C -2.77 -6.00 -3.13
C -2.07 -5.54 -2.03
C -0.90 -4.83 -2.23
N -0.10 -4.24 -1.21
N -0.33 -4.64 -0.04
C 0.28 -4.10 1.04
C 1.33 -3.16 0.99
O 1.82 -2.76 -0.19
C 1.93 -2.68 2.16
C 1.48 -3.10 3.37
C 0.41 -4.03 3.50
C -0.05 -4.44 4.77
C -1.07 -5.34 4.88
C -1.66 -5.87 3.72
C -1.24 -5.48 2.47
C -0.19 -4.55 2.33
H 1.87 -5.65 -3.77
H 2.73 -4.14 -4.21
H 1.53 -4.84 -5.33
H -0.79 -4.83 -5.63
H -2.88 -6.11 -5.28
H -3.68 -6.57 -2.99
H -2.42 -5.73 -1.03
H 2.76 -1.99 2.06
H 1.96 -2.75 4.28
H 0.43 -4.04 5.66
H -1.42 -5.66 5.85
H -2.46 -6.59 3.81
H -1.69 -5.91 1.59
C 3.72 -1.49 -5.39
N 4.51 -1.32 -4.18
C 5.83 -0.71 -4.35
C 4.11 -1.71 -3.01
O 2.99 -2.28 -2.78
H 3.65 -0.52 -5.90
H 2.72 -1.83 -5.15
H 4.22 -2.19 -6.05
H 6.42 -1.30 -5.04
H 6.34 -0.65 -3.39
H 5.70 0.30 -4.75
H 4.79 -1.54 -2.17
```

Calculated values
* orbital gap: 6.462 eV
* LUMO energy: -8.3 eV
* energy relative to the best compared isomer or geometry (same formula, charge and spin): 0.092 eV
* HOMO level: -14.77 eV
* total charge: +3

Results of the Mulliken charge analysis, in e, for atoms 1 through 6: 1.66, -1.67, -0.26, -0.24, 0.15, -0.36



[2]
Formula: C4H5NO2
Source: OMol25
Level of theory: ωB97M-V/def2-TZVPD

```
12
Properties=species:S:1:pos:R:3
C 0.78 1.91 0.00
N 0.76 0.65 -0.10
C -0.23 0.01 -0.94
C -0.74 -0.57 0.40
O -1.41 -0.01 1.24
C -0.13 -1.93 0.71
O 0.62 -2.51 -0.03
H 0.50 2.57 -0.81
H 1.07 2.35 0.96
H -0.90 0.68 -1.50
H 0.17 -0.78 -1.58
H -0.48 -2.34 1.68
```

Calculated values
* orbital gap: 9.133 eV
* LUMO energy: -0.5 eV
* structure (SMILES): C=NCC(=O)C=O
* energy relative to the best compared isomer or geometry (same formula, charge and spin): 2.872 eV
* HOMO level: -9.59 eV

Results of the Mulliken charge analysis, in e, for atoms 1 through 6: -0.35, -0.32, -0.56, 0.63, -0.53, 0.00



[3]
Formula: C3H10O3
Source: OMol25
Level of theory: ωB97M-V/def2-TZVPD

```
16
Properties=species:S:1:pos:R:3
C -0.28 0.85 -0.67
C 0.09 -0.46 -0.87
C 1.54 -0.82 -0.68
O -0.90 -1.48 -1.09
H 0.39 1.64 -0.27
H -1.23 1.26 -0.98
H 2.20 0.13 -0.61
H 1.71 -1.20 0.34
H 1.58 -1.54 -1.43
H -0.41 -2.30 -1.12
O -3.44 0.14 0.52
H -2.54 0.59 0.48
H -3.53 0.09 -0.46
O 1.70 0.89 2.61
H 1.81 1.80 2.32
H 1.30 0.41 1.91
```

Calculated values
* orbital gap: 9.796 eV
* LUMO energy: 0.5 eV
* structure (SMILES): C=C(C)O.O.O
* energy relative to the best compared isomer or geometry (same formula, charge and spin): 1.744 eV
* HOMO level: -9.34 eV

Results of the Mulliken charge analysis, in e, for atoms 1 through 6: -1.03, 0.90, -1.33, -0.45, 0.14, 0.43



[4]
Formula: C21H46CuNO2P2
Source: OMol25
Level of theory: ωB97M-V/def2-TZVPD

```
73
Properties=species:S:1:pos:R:3
Cu -0.21 1.14 -0.22
P 1.95 -0.78 -0.61
P -2.13 0.60 0.53
N -0.84 -1.33 -1.27
C 1.46 -1.48 -2.26
H 1.71 -0.75 -3.05
H 2.02 -2.40 -2.50
C -0.06 -1.78 -2.40
H -0.41 -1.25 -3.30
H -0.21 -2.90 -2.55
C -2.25 -1.29 -1.61
H -2.76 -2.18 -1.13
H -2.38 -1.31 -2.71
C -2.86 0.05 -1.07
H -3.96 -0.09 -0.96
H -2.69 0.83 -1.82
C -3.10 2.11 0.89
C -2.40 3.36 0.35
H -2.31 3.36 -0.74
H -1.40 3.46 0.79
H -2.99 4.24 0.64
C -2.74 -0.73 1.63
C -2.25 -0.61 3.07
H -2.51 -1.54 3.59
H -2.75 0.22 3.60
H -1.16 -0.49 3.12
C 2.90 -2.21 0.07
C 3.76 -1.67 1.20
H 4.06 -2.52 1.83
H 3.23 -0.96 1.85
H 4.69 -1.21 0.82
C 3.28 0.45 -1.24
C 3.73 1.33 -0.09
H 4.19 2.24 -0.50
H 4.48 0.83 0.55
H 2.88 1.65 0.54
C 0.66 -1.50 0.73
C -4.27 -0.85 1.57
H -4.78 0.02 1.13
H -4.56 -1.73 0.99
H -4.67 -0.98 2.59
C 3.70 -3.11 -0.87
H 4.30 -3.77 -0.22
H 3.05 -3.75 -1.49
H 4.38 -2.52 -1.51
C 4.46 -0.13 -2.03
H 5.07 0.70 -2.41
H 5.14 -0.74 -1.41
H 4.15 -0.71 -2.90
C -3.44 2.29 2.37
H -2.53 2.28 2.99
H -3.91 3.27 2.49
H -4.14 1.54 2.75
H -4.03 1.94 0.32
H 2.70 1.07 -1.95
H -2.29 -1.65 1.21
H 2.11 -2.85 0.51
O 0.46 -1.44 1.93
H -0.69 -2.28 -0.48
H 0.04 -2.59 0.22
C 0.63 4.71 -2.01
C 0.23 4.02 -3.33
C -0.16 2.60 -2.92
O 0.50 2.32 -1.65
C 1.06 3.56 -1.10
H 1.42 5.46 -2.13
H -0.24 5.22 -1.57
H 1.11 3.96 -3.99
H -0.56 4.54 -3.88
H -1.26 2.52 -2.80
H 0.16 1.85 -3.65
H 2.16 3.46 -1.08
H 0.70 3.69 -0.07
```

Calculated values
* orbital gap (alpha / beta): 7.412 / 7.750 eV
* LUMO energy (alpha / beta): -1.9 / -3.4 eV
* <S²>: 0.76
* HOMO level (alpha / beta): -9.32 / -11.18 eV
* multiplicity: 2
* total charge: +1

Results of the Mulliken charge analysis, in e, for atoms 1 through 6: -1.18, 1.37, 0.82, 0.37, -1.06, 0.48